*w*
Here is a molecular structure, C34H57N3O2PmSi from the Open Molecules 2025 dataset. Energies are from ωB97M-V/def2-TZVPD.

Values from the calculation:
⟨S²⟩: 6.01
LUMO (spin up / spin down): -2.9017 / -2.8432 eV
Kohn-Sham gap (spin up / spin down): 6.8 / 6.9 eV
molar mass: 712.9 g/mol

The geometry in ORCA input format:
```
! RIJCOSX wB97M-V def2-TZVPD def2/J DEFGRID3
* xyz 1 5
O 0.840 -1.614 0.722
O 0.787 -0.377 -4.418
C 2.242 -1.872 0.538
C 2.792 -3.008 1.369
H 2.778 -0.955 0.776
H 2.404 -2.044 -0.522
H 2.606 -2.864 2.437
H 3.881 -3.072 1.240
H 2.383 -3.981 1.083
C -0.049 -2.717 0.509
C -0.034 -3.316 -0.879
H -1.061 -2.363 0.728
H 0.183 -3.491 1.239
H -0.471 -2.626 -1.604
H -0.660 -4.219 -0.896
H 0.961 -3.607 -1.213
C -0.236 0.251 -5.211
C 1.768 -1.116 -5.160
C -1.546 -0.501 -5.085
H 0.065 0.370 -6.263
H -0.375 1.274 -4.831
H -1.464 -1.527 -5.458
H -2.339 -0.003 -5.645
H -1.860 -0.553 -4.038
C 1.210 -2.272 -5.974
H 2.490 -1.505 -4.432
H 2.336 -0.429 -5.806
H 0.627 -2.958 -5.350
H 2.017 -2.851 -6.429
H 0.563 -1.927 -6.785
H 1.403 1.608 -2.559
N -0.896 -1.081 3.297
C -1.602 -0.312 4.462
C -2.317 0.808 4.060
C -2.279 1.628 2.946
C -1.940 -1.036 5.649
H -1.058 -1.513 6.116
H -2.719 -1.764 5.570
H -2.254 -0.271 6.395
C -3.183 2.824 2.905
H -3.831 2.803 2.021
H -2.606 3.756 2.885
H -3.846 2.887 3.775
N -1.509 1.396 1.871
C -0.510 -2.340 3.609
C 0.640 -2.702 4.316
C 1.598 -1.764 4.944
C 0.890 -4.077 4.523
H 1.795 -4.378 5.055
C 0.002 -5.047 4.100
H 0.213 -6.098 4.278
C -1.179 -4.662 3.487
H -1.896 -5.434 3.193
C -1.475 -3.316 3.250
C -2.801 -3.000 2.624
C -1.763 1.948 0.584
C -1.217 3.201 0.227
C -0.264 3.933 1.128
C -1.553 3.750 -1.002
H -1.130 4.714 -1.300
C -2.414 3.096 -1.875
H -2.663 3.543 -2.835
C -2.958 1.872 -1.510
H -3.643 1.371 -2.200
C -2.656 1.281 -0.294
C -3.283 -0.031 0.075
Pm 0.062 0.043 1.645
H 2.553 -1.712 4.416
H 1.808 -2.035 5.980
H 1.180 -0.713 5.014
H -2.870 -1.994 2.205
H -3.619 -3.120 3.354
H -3.017 -3.693 1.792
H 0.292 4.722 0.598
H 0.481 3.242 1.534
H -0.768 4.404 1.982
H -3.765 0.018 1.058
H -2.521 -0.823 0.123
H -4.053 -0.351 -0.646
H -2.968 1.122 4.867
C 1.463 2.686 -2.374
Si 2.955 3.509 -3.146
H 0.584 3.073 -2.880
H 1.371 3.002 -1.329
C 4.480 2.423 -3.123
C 3.383 5.090 -2.243
C 2.595 4.028 -4.910
H 3.395 4.666 -5.303
H 1.661 4.596 -4.970
H 2.506 3.168 -5.579
H 4.846 2.271 -2.103
H 5.295 2.880 -3.695
H 4.282 1.441 -3.561
H 3.403 4.934 -1.162
H 2.654 5.876 -2.460
H 4.367 5.463 -2.543
N -0.017 0.022 5.124
C 0.049 0.039 3.927
*
```



*x*
Here is a molecular structure, C34H57N3O2PmSi from the Open Molecules 2025 dataset. Energies are from ωB97M-V/def2-TZVPD.

Values from the calculation:
⟨S²⟩: 6.01
LUMO (spin up / spin down): -3.5729 / -3.3959 eV
Kohn-Sham gap (spin up / spin down): 6.3 / 6.5 eV
molar mass: 712.9 g/mol

The geometry in ORCA input format:
```
! RIJCOSX wB97M-V def2-TZVPD def2/J DEFGRID3
* xyz 1 5
O 0.832 -1.677 0.626
O 0.830 -0.324 -4.407
C 2.304 -1.913 0.479
C 2.793 -3.027 1.369
H 2.793 -0.959 0.734
H 2.426 -2.109 -0.586
H 2.575 -2.866 2.431
H 3.875 -3.106 1.244
H 2.372 -3.988 1.069
C -0.032 -2.808 0.429
C 0.011 -3.341 -0.980
H -1.026 -2.431 0.673
H 0.236 -3.540 1.190
H -0.387 -2.617 -1.704
H -0.612 -4.237 -1.017
H 1.023 -3.636 -1.267
C -0.235 0.266 -5.178
C 1.785 -1.101 -5.151
C -1.546 -0.494 -5.049
H 0.045 0.338 -6.246
H -0.346 1.284 -4.772
H -1.454 -1.514 -5.438
H -2.306 0.028 -5.637
H -1.884 -0.541 -4.007
C 1.202 -2.255 -5.951
H 2.481 -1.470 -4.386
H 2.337 -0.431 -5.833
H 0.623 -2.940 -5.325
H 2.032 -2.817 -6.385
H 0.572 -1.909 -6.778
H 1.475 1.527 -2.572
N -0.944 -1.031 3.383
C -1.484 -0.173 4.418
C -2.547 0.796 4.014
C -2.507 1.607 2.923
C -1.937 -0.964 5.661
H -1.133 -1.577 6.088
H -2.753 -1.627 5.333
H -2.377 -0.363 6.476
C -3.321 2.866 2.905
H -3.983 2.898 2.037
H -2.660 3.741 2.909
H -3.929 2.910 3.818
N -1.631 1.349 1.912
C -0.568 -2.321 3.728
C 0.621 -2.763 4.405
C 1.697 -1.909 5.008
C 0.908 -4.119 4.539
H 1.860 -4.440 5.006
C -0.012 -5.058 4.095
H 0.208 -6.108 4.215
C -1.216 -4.663 3.520
H -1.957 -5.402 3.164
C -1.490 -3.325 3.344
C -2.793 -2.936 2.708
C -1.845 1.940 0.625
C -1.214 3.153 0.271
C -0.263 3.861 1.185
C -1.550 3.737 -0.948
H -1.108 4.694 -1.216
C -2.412 3.086 -1.847
H -2.620 3.541 -2.811
C -2.978 1.856 -1.514
H -3.639 1.344 -2.228
C -2.715 1.281 -0.283
C -3.312 -0.040 0.082
Pm 0.325 0.306 1.480
H 2.596 -1.902 4.355
H 2.063 -2.400 5.948
H 1.424 -0.877 5.246
H -2.778 -1.898 2.342
H -3.634 -3.042 3.421
H -2.981 -3.614 1.857
H 0.225 4.656 0.603
H 0.543 3.224 1.592
H -0.776 4.348 2.030
H -3.786 -0.037 1.073
H -2.548 -0.834 0.062
H -4.077 -0.322 -0.653
H -3.272 1.053 4.793
C 1.472 2.619 -2.402
Si 2.961 3.523 -3.153
H 0.545 2.998 -2.852
H 1.411 2.825 -1.326
C 4.468 2.394 -3.123
C 3.371 5.103 -2.205
C 2.581 4.009 -4.937
H 3.380 4.639 -5.353
H 1.642 4.577 -4.999
H 2.485 3.122 -5.579
H 4.812 2.238 -2.091
H 5.299 2.829 -3.696
H 4.230 1.413 -3.557
H 3.390 4.928 -1.120
H 2.635 5.892 -2.410
H 4.360 5.485 -2.498
N -0.147 0.737 4.816
C 0.590 0.777 3.835
*
```



Relative calculated energies, zero for the most stable structure, unit kcal/mol: *w* 106.9; *x* 0.0.



*w*
Here is 2 unconnected molecules or ions with the total composition C4H7P from the Open Molecules 2025 dataset. Energies are from ωB97M-V/def2-TZVPD.

Values from the calculation:
SMILES: CC1=C=C1.P
LUMO: 0.7971 eV
Kohn-Sham gap: 9.5 eV
molar mass: 86.1 g/mol

The geometry in ORCA input format:
```
! RIJCOSX wB97M-V def2-TZVPD def2/J DEFGRID3
* xyz 0 1
C -1.219 1.257 1.024
C -1.244 -0.047 0.478
C -0.613 -1.268 0.138
C -1.885 -0.898 -0.350
H -1.207 1.836 0.084
H -0.262 1.522 1.693
H -2.072 1.432 1.614
H -2.857 -1.081 -0.791
P 2.996 -0.317 -1.314
H 3.097 -1.734 -1.678
H 3.586 -0.435 -0.017
H 1.681 -0.268 -0.881
*
```



*x*
Here is a molecular structure, C4H7P from the Open Molecules 2025 dataset. Energies are from ωB97M-V/def2-TZVPD.

Values from the calculation:
LUMO (spin up / spin down): -1.4913 / -1.4907 eV
Kohn-Sham gap (spin up / spin down): 5.8 / 5.8 eV
molar mass: 86.1 g/mol

The geometry in ORCA input format:
```
! RIJCOSX wB97M-V def2-TZVPD def2/J DEFGRID3
* xyz 0 1
C 1.311 1.521 -0.151
C 0.061 1.181 -0.138
C -0.439 -0.113 -0.163
C 0.427 -1.383 0.062
P -2.785 -0.043 0.018
H 1.684 2.527 -0.129
H 2.133 0.916 -0.178
H -0.783 1.860 -0.069
H 1.088 -1.095 0.905
H -0.193 -2.240 0.516
H 0.817 -1.824 -0.844
H -3.322 -1.308 0.172
*
```



Relative calculated energies, zero for the most stable structure, unit kcal/mol: *w* 0.0; *x* 9.0.



*w*
Here is a gas-phase ion, C4H10NOS (charge +1) from the Open Molecules 2025 dataset. Energies are from ωB97M-V/def2-TZVPD.

Values from the calculation:
SMILES: [NH3+][C@H](C=O)CCS
LUMO: -4.3183 eV
Kohn-Sham gap: 8.6 eV
molar mass: 120.2 g/mol

The geometry in ORCA input format:
```
! RIJCOSX wB97M-V def2-TZVPD def2/J DEFGRID3
* xyz 1 1
N 1.656 1.484 0.535
C 0.656 0.423 0.417
C 1.449 -0.846 0.593
O 2.713 -0.746 0.716
C -0.080 0.584 -0.965
C -1.201 -0.452 -1.255
S -2.492 -0.330 0.052
H 1.751 1.823 1.613
H 1.643 2.122 -0.265
H 2.649 0.922 0.475
H -0.037 0.541 1.257
H 1.037 -1.856 0.545
H -0.462 1.620 -1.021
H 0.623 0.354 -1.808
H -0.757 -1.424 -1.351
H -1.477 -0.158 -2.277
H -3.342 -1.330 -0.220
*
```



*x*
Here is a gas-phase ion, C4H10NOS (charge +1) from the Open Molecules 2025 dataset. Energies are from ωB97M-V/def2-TZVPD.

Values from the calculation:
SMILES: [NH3+][C@H](C=O)CCS
LUMO: -3.7887 eV
Kohn-Sham gap: 9.2 eV
molar mass: 120.2 g/mol

The geometry in ORCA input format:
```
! RIJCOSX wB97M-V def2-TZVPD def2/J DEFGRID3
* xyz 1 1
N 1.555 1.730 -0.516
C 0.473 0.595 -0.405
C -0.688 1.351 0.235
O -0.625 2.522 0.479
C 1.123 -0.534 0.372
C 0.096 -1.555 0.909
S -1.064 -1.925 -0.489
H 2.479 1.393 -0.785
H 1.675 2.059 0.443
H 1.280 2.511 -1.117
H 0.304 0.412 -1.468
H -1.491 0.751 0.689
H 1.928 -1.019 -0.169
H 1.545 -0.084 1.274
H -0.512 -1.045 1.640
H 0.592 -2.491 1.099
H -1.808 -2.794 0.205
*
```



Relative calculated energies, zero for the most stable structure, unit kcal/mol: *w* 11.1; *x* 0.0.



*w*
Here is 3 unconnected molecules or ions with the total composition C4H16NO2 from the Open Molecules 2025 dataset. Energies are from ωB97M-V/def2-TZVPD.

Values from the calculation:
LUMO: -2.8937 eV
Kohn-Sham gap: 12.2 eV
molar mass: 110.2 g/mol

The geometry in ORCA input format:
```
! RIJCOSX wB97M-V def2-TZVPD def2/J DEFGRID3
* xyz 1 1
C -0.445 -1.105 1.390
C 0.124 0.149 0.634
C 1.677 0.225 0.512
C 2.176 1.446 -0.281
N -0.533 0.325 -0.617
H 0.203 -1.498 2.186
H -0.600 -1.983 0.696
H -1.472 -0.977 1.837
H -0.125 1.042 1.185
H 2.150 0.246 1.515
H 2.054 -0.745 0.199
H 3.306 1.467 -0.454
H 1.679 1.824 -1.232
H 1.926 2.270 0.472
H -0.253 1.189 -1.008
H -0.230 -0.491 -1.329
H -1.592 0.415 -0.413
H -0.412 -2.565 -1.863
H 0.964 -2.288 -1.417
O 0.277 -1.827 -1.803
H -3.474 1.622 -0.426
H -3.985 0.548 0.499
O -3.414 0.712 -0.280
*
```



*x*
Here is 3 unconnected molecules or ions with the total composition C4H16NO2 from the Open Molecules 2025 dataset. Energies are from ωB97M-V/def2-TZVPD.

Values from the calculation:
LUMO: -2.9177 eV
Kohn-Sham gap: 12.6 eV
molar mass: 110.2 g/mol

The geometry in ORCA input format:
```
! RIJCOSX wB97M-V def2-TZVPD def2/J DEFGRID3
* xyz 1 1
C -0.258 0.098 2.244
C 0.829 0.030 1.149
N 0.288 0.113 -0.217
C 0.021 1.408 -0.848
C -0.055 2.459 0.218
H 0.109 -0.561 3.047
H -1.134 -0.337 1.865
H -0.485 1.101 2.831
H 1.750 0.596 1.330
H 1.247 -0.952 1.192
H -0.700 -0.273 -0.186
H 0.768 -0.363 -0.894
H -0.937 1.237 -1.431
H 0.765 1.559 -1.610
H 0.991 2.826 0.430
H -0.557 3.334 -0.070
H -0.465 2.287 1.277
H -2.845 -0.529 -1.243
H -2.796 -2.115 -1.302
O -2.358 -1.352 -0.894
H 1.838 -2.093 -2.253
H 2.224 -2.910 -0.928
O 1.732 -2.094 -1.246
*
```



Relative calculated energies, zero for the most stable structure, unit kcal/mol: *w* 0.0; *x* 15.8.



*w*
Here is 3 unconnected molecules or ions with the total composition C4H16NO2 from the Open Molecules 2025 dataset. Energies are from ωB97M-V/def2-TZVPD.

Values from the calculation:
LUMO: -2.8676 eV
Kohn-Sham gap: 12.3 eV
molar mass: 110.2 g/mol

The geometry in ORCA input format:
```
! RIJCOSX wB97M-V def2-TZVPD def2/J DEFGRID3
* xyz 1 1
C 2.133 -0.630 -0.509
C 0.663 -0.906 -0.354
N 0.049 -0.048 0.754
C 0.002 1.406 0.489
C -0.458 2.102 1.796
H 2.229 0.206 -1.205
H 2.653 -1.561 -0.781
H 2.553 -0.414 0.495
H 0.029 -0.596 -1.259
H 0.214 -1.886 -0.258
H 0.539 -0.259 1.626
H -0.904 -0.452 0.859
H -0.593 1.650 -0.374
H 0.977 1.889 0.420
H 0.272 2.044 2.638
H -0.570 3.154 1.581
H -1.435 1.832 2.189
H -3.414 -0.941 0.484
H -2.684 -1.896 1.264
O -2.574 -1.418 0.425
H -0.636 -0.876 -3.428
H 0.730 -1.345 -3.815
O 0.226 -1.055 -3.036
*
```



*x*
Here is 3 unconnected molecules or ions with the total composition C4H16NO2 from the Open Molecules 2025 dataset. Energies are from ωB97M-V/def2-TZVPD.

Values from the calculation:
LUMO: -2.6776 eV
Kohn-Sham gap: 11.8 eV
molar mass: 110.2 g/mol

The geometry in ORCA input format:
```
! RIJCOSX wB97M-V def2-TZVPD def2/J DEFGRID3
* xyz 1 1
C 2.335 1.889 1.995
C 1.282 1.427 0.970
N 1.295 -0.055 0.740
C 1.964 -0.419 -0.549
C 1.032 -0.287 -1.767
H 2.050 1.904 3.044
H 2.698 2.882 1.749
H 3.157 1.169 1.888
H 0.286 1.743 1.277
H 1.481 1.963 0.049
H 0.333 -0.392 0.802
H 1.842 -0.426 1.515
H 2.253 -1.466 -0.513
H 2.817 0.229 -0.727
H 0.922 -1.188 -2.353
H 0.035 -0.038 -1.388
H 1.272 0.519 -2.457
H -5.290 -0.565 -1.583
H -5.317 -1.967 -0.897
O -4.782 -1.188 -1.033
H -1.943 -1.873 -0.239
H -2.696 -0.655 0.045
O -1.753 -0.921 -0.098
*
```



Relative calculated energies, zero for the most stable structure, unit kcal/mol: *w* 7.7; *x* 0.0.



*w*
Here is C4H9N3O2 in the gas phase from the Open Molecules 2025 dataset. Energies are from ωB97M-V/def2-TZVPD.

Values from the calculation:
SMILES: CC(C)/C(N)=N/[N+](=O)[O-]
LUMO: 0.0669 eV
Kohn-Sham gap: 10.0 eV
molar mass: 131.1 g/mol

The geometry in ORCA input format:
```
! RIJCOSX wB97M-V def2-TZVPD def2/J DEFGRID3
* xyz 0 1
C 0.644 -1.821 0.956
C -0.215 -0.975 0.002
C -1.517 -0.473 0.736
C 0.326 0.334 -0.454
N 1.497 0.804 -0.048
N -0.433 1.004 -1.420
N -0.214 2.278 -1.704
O -1.022 2.726 -2.498
O 0.702 2.957 -1.159
H 0.940 -1.240 1.829
H 1.416 -2.438 0.327
H 0.086 -2.728 1.146
H -0.507 -1.628 -0.754
H -1.156 0.113 1.654
H -2.152 -1.374 0.834
H -1.997 0.239 0.221
H 1.902 0.502 0.817
H 1.700 1.719 -0.487
*
```



*x*
Here is C4H9N3O2 in the gas phase from the Open Molecules 2025 dataset. Energies are from ωB97M-V/def2-TZVPD.

Values from the calculation:
SMILES: [H]/N=C(\NO)C(=O)N(C)C
LUMO: 0.6747 eV
Kohn-Sham gap: 10.2 eV
molar mass: 131.1 g/mol

The geometry in ORCA input format:
```
! RIJCOSX wB97M-V def2-TZVPD def2/J DEFGRID3
* xyz 0 1
H 2.431 1.604 0.664
N 1.486 1.252 0.794
C 1.311 0.080 0.363
N 2.179 -0.686 -0.383
O 3.512 -0.258 -0.516
C 0.013 -0.689 0.514
O 0.056 -1.846 0.895
N -1.124 -0.095 0.116
C -1.281 1.295 -0.215
C -2.340 -0.875 0.082
H 2.104 -1.697 -0.287
H 3.587 0.171 -1.382
H -1.632 1.399 -1.243
H -2.023 1.754 0.464
H -0.337 1.820 -0.089
H -2.088 -1.923 0.229
H -3.017 -0.563 0.874
H -2.838 -0.741 -0.878
*
```



*y*
Here is C4H9N3O2 in the gas phase from the Open Molecules 2025 dataset. Energies are from ωB97M-V/def2-TZVPD.

Values from the calculation:
SMILES: C=C(C)C(N)(N)ON=O
LUMO: -0.0910 eV
Kohn-Sham gap: 9.5 eV
molar mass: 131.1 g/mol

The geometry in ORCA input format:
```
! RIJCOSX wB97M-V def2-TZVPD def2/J DEFGRID3
* xyz 0 1
C 0.369 -1.920 0.068
C 0.529 -0.607 -0.014
C 1.863 0.023 -0.245
C -0.671 0.398 0.281
N -1.849 -0.332 0.672
N -0.266 1.316 1.301
O -0.945 1.214 -0.844
N -0.368 0.605 -2.049
O -0.135 1.418 -2.873
H -0.591 -2.397 0.170
H 1.212 -2.593 0.082
H 1.921 0.495 -1.226
H 2.069 0.781 0.509
H 2.663 -0.711 -0.191
H -2.615 0.305 0.862
H -2.148 -0.960 -0.065
H -0.155 0.850 2.191
H -0.884 2.115 1.370
*
```



*z*
Here is C4H9N3O2 in the gas phase from the Open Molecules 2025 dataset. Energies are from ωB97M-V/def2-TZVPD.

Values from the calculation:
SMILES: C[C@@](N)(CC(N)=O)N=O
LUMO: -0.6246 eV
Kohn-Sham gap: 8.9 eV
molar mass: 131.1 g/mol

The geometry in ORCA input format:
```
! RIJCOSX wB97M-V def2-TZVPD def2/J DEFGRID3
* xyz 0 1
C -1.009 -0.846 -0.925
C 0.420 -0.393 -0.573
N 0.625 0.945 -1.178
C 0.646 -0.333 0.949
C -0.393 0.466 1.701
N -0.485 1.784 1.367
O -1.086 -0.009 2.591
N 1.450 -1.355 -1.141
O 1.043 -2.516 -1.259
H -1.128 -1.003 -2.005
H -1.758 -0.106 -0.621
H -1.266 -1.789 -0.426
H 1.617 1.177 -1.091
H 0.467 0.854 -2.184
H 0.636 -1.348 1.371
H 1.634 0.085 1.188
H -0.173 2.077 0.444
H -1.239 2.307 1.793
*
```



Relative calculated energies, zero for the most stable structure, unit kcal/mol: *w* 64.6; *x* 3.0; *y* 43.0; *z* 0.0.